A molecular structure, C30H27F5N6O2PS4Tc, computed with wB97M-V/def2-TZVPD.

Properties
energy above the lowest of the compared OMol25 structures with the same formula, charge and spin	5.6	kcal per mole
strongest force on any atom	0.80	eV Å⁻¹
HOMO level (spin up / spin down)	-10.344 / -10.353	eV
molar mass	855.82	g mol⁻¹

Structure (ORCA input):
```
! wB97M-V def2-TZVPD RIJCOSX def2/J DEFGRID3
* xyz 1 2
Tc 1.073 -0.419 -1.029
F 8.329 -0.149 -1.235
C 7.039 0.138 -1.187
C 6.132 -0.651 -1.877
F 6.558 -1.684 -2.600
C 4.790 -0.346 -1.821
F 3.964 -1.106 -2.568
C 4.296 0.728 -1.088
S 2.614 1.211 -0.942
C 5.239 1.518 -0.428
F 4.842 2.566 0.281
C 6.592 1.230 -0.464
F 7.460 1.987 0.189
N -2.499 -2.654 6.175
C -1.701 -1.997 5.278
C -2.258 -1.124 4.332
C -1.455 -0.485 3.415
C -0.082 -0.712 3.421
C 0.490 -1.570 4.359
C -0.313 -2.206 5.278
S 0.918 0.110 2.276
O 2.261 0.179 2.770
O 0.242 1.272 1.790
N 1.004 -0.893 0.910
C 1.828 -1.998 0.885
N 2.228 -2.184 -0.393
C 2.964 -3.260 -0.667
C 3.332 -4.127 0.340
C 2.905 -3.816 1.626
N 2.146 -2.761 1.912
H -3.452 -2.360 6.292
H -2.077 -3.114 6.961
H -3.328 -0.949 4.330
H -1.880 0.197 2.694
H 1.560 -1.721 4.366
H 0.128 -2.866 6.015
H 3.273 -3.403 -1.694
H 3.936 -4.999 0.140
H 3.177 -4.450 2.462
N 1.208 -0.637 -3.222
C -0.029 -1.263 -3.759
C -0.355 -2.434 -2.865
N -0.451 -1.924 -1.481
H 1.352 0.279 -3.636
H 2.019 -1.199 -3.464
H 0.100 -1.573 -4.796
H -0.821 -0.515 -3.711
H 0.447 -3.176 -2.910
H -1.279 -2.922 -3.175
H -0.397 -2.688 -0.812
H -1.371 -1.492 -1.304
S -2.870 -0.535 -0.071
P -2.296 1.193 -0.795
S -0.294 1.426 -1.401
C -3.255 1.663 -2.262
C -2.700 2.107 -3.457
C -3.523 2.462 -4.519
C -4.900 2.381 -4.389
C -5.460 1.945 -3.194
C -4.644 1.586 -2.136
C -2.546 2.547 0.373
C -2.056 3.820 0.085
C -2.276 4.860 0.972
C -2.991 4.636 2.143
C -3.490 3.374 2.423
C -3.270 2.328 1.538
H -1.626 2.193 -3.561
H -3.084 2.810 -5.445
H -5.540 2.661 -5.216
H -6.535 1.884 -3.088
H -5.084 1.234 -1.210
H -1.495 4.002 -0.824
H -1.888 5.846 0.752
H -3.158 5.450 2.836
H -4.052 3.201 3.332
H -3.661 1.340 1.746
*
```